# 1
Entry from OMol25: one molecule with the formula C4H10N2O (ωB97M-V/def2-TZVPD).

Values from the calculation:
- Energy relative to the best compared isomer or geometry (same formula, charge and spin): 257.78 kJ/mol
- F_max: 3.86 eV Å⁻¹
- Gap between HOMO and LUMO: 10.3 eV
- SMILES: NCCCNC=O
- E: -9336.31579 eV

Last column: Mulliken charge in e.
Positions of all 17 atoms, in Å:
O1 3.753 0.553 -0.347  -0.529
N1 1.531 0.417 0.671  -0.096
N2 -1.930 -1.464 0.522  -0.654
C1 0.159 0.823 0.629  -0.682
C2 -0.573 0.309 -0.647  -0.663
C3 -0.917 -1.176 -0.555  -0.358
C4 2.560 0.871 -0.257  0.108
H1 -2.516 -2.189 0.215  0.278
H2 -0.043 1.950 0.815  0.237
H3 2.122 1.579 -1.032  0.245
H4 1.726 0.064 1.600  0.235
H5 -0.373 0.412 1.486  0.423
H6 0.035 0.620 -1.517  0.343
H7 -1.467 0.941 -0.653  0.364
H8 -2.710 -0.668 0.732  0.222
H9 -1.511 -1.548 -1.372  0.316
H10 0.156 -1.494 -0.290  0.210

# 2
Entry from OMol25: one molecule with the formula C2H2Cl4S (ωB97M-V/def2-TZVPD).

Values from the calculation:
- Energy relative to the best compared isomer or geometry (same formula, charge and spin): 119.35 kJ/mol
- F_max: 3.27 eV Å⁻¹
- Gap between HOMO and LUMO: 9.1 eV
- SMILES: S[C@H](Cl)C(Cl)(Cl)Cl
- E: -63029.64485 eV

Last column: Mulliken charge in e.
Positions of all 9 atoms, in Å:
Cl1 1.356 1.144 -1.213  -0.054
Cl2 1.555 -1.984 -0.739  -0.110
Cl3 -0.978 -0.807 -1.753  -0.071
Cl4 -0.763 -1.871 0.943  -0.117
S1 -1.044 2.015 0.402  -0.165
C1 0.080 -1.001 -0.366  0.394
C2 0.551 0.466 0.088  -0.450
H1 1.060 0.335 1.053  0.417
H2 -1.817 1.702 1.586  0.157